The following is a quantum chemistry calculation of a structure of composition C64H46F3N4OPtSSb, from the Open Molecules 2025 dataset.

Positions of all 121 atoms, in Å:
Pt  -0.72  0.17  0.57
C  -1.34  -1.95  -6.35
C  -1.85  -0.72  -5.95
C  -2.04  -0.44  -4.62
C  -1.75  -1.41  -3.61
C  -1.19  -2.64  -4.05
C  -1.00  -2.90  -5.39
C  -1.95  -1.13  -2.24
C  -1.60  -2.09  -1.18
C  -1.94  -3.46  -1.06
C  -1.33  -3.92  0.08
C  -0.61  -2.84  0.66
C  0.29  -2.86  1.72
C  0.60  -4.14  2.39
C  0.96  -5.27  1.65
C  1.22  -6.47  2.30
C  1.12  -6.56  3.68
C  0.78  -5.44  4.42
C  0.53  -4.23  3.78
C  0.96  -1.71  2.20
N  0.61  -0.43  1.95
C  1.50  0.41  2.57
C  1.37  1.78  2.70
C  2.49  2.57  3.28
C  3.72  2.57  2.64
C  4.77  3.34  3.12
C  4.60  4.13  4.25
C  3.38  4.11  4.92
C  2.33  3.35  4.43
C  0.16  2.46  2.30
C  -0.30  3.76  2.79
C  -1.50  4.00  2.23
C  -1.80  2.88  1.36
N  -0.73  1.98  1.44
C  -2.87  2.81  0.48
C  -3.01  1.86  -0.52
C  -4.02  1.83  -1.54
C  -3.75  0.77  -2.34
C  -2.56  0.12  -1.79
N  -2.15  0.77  -0.73
C  -3.91  3.87  0.60
C  -4.05  4.84  -0.39
C  -5.01  5.84  -0.25
C  -5.83  5.86  0.87
C  -5.69  4.89  1.86
C  -4.73  3.90  1.72
C  2.50  -0.42  3.22
C  2.16  -1.70  3.01
N  -0.84  -1.72  -0.14
H  -1.19  -2.17  -7.40
H  -2.08  0.03  -6.69
H  -2.39  0.54  -4.34
H  -0.91  -3.39  -3.32
H  -0.58  -3.85  -5.69
H  -2.57  -4.01  -1.74
H  -1.40  -4.92  0.49
H  1.08  -5.20  0.58
H  1.50  -7.34  1.72
H  1.32  -7.49  4.18
H  0.70  -5.50  5.50
H  0.24  -3.36  4.36
H  3.86  1.98  1.74
H  5.72  3.34  2.60
H  5.41  4.74  4.62
H  3.25  4.69  5.82
H  1.41  3.30  5.00
H  0.23  4.39  3.48
H  -2.13  4.85  2.37
H  -4.83  2.53  -1.63
H  -4.31  0.42  -3.18
H  -3.41  4.83  -1.26
H  -5.10  6.61  -1.00
H  -6.57  6.64  0.98
H  -6.33  4.91  2.73
H  -4.62  3.14  2.48
H  3.33  -0.04  3.80
H  2.66  -2.59  3.37
C  -3.72  -1.68  4.17
S  -3.42  -1.75  2.42
C  -5.11  -1.60  1.87
O  -2.77  -0.44  2.07
H  -4.23  -0.74  4.40
H  -2.76  -1.73  4.67
H  -4.33  -2.53  4.46
H  -5.70  -2.42  2.28
H  -5.11  -1.67  0.78
H  -5.49  -0.64  2.19
F  7.20  2.41  -0.15
C  6.00  1.87  -0.37
C  5.72  0.64  0.21
C  4.46  0.10  0.00
C  3.52  0.76  -0.79
C  3.84  1.99  -1.37
C  5.10  2.55  -1.16
Sb  1.67  -0.16  -1.14
C  0.96  0.85  -2.83
C  0.21  2.02  -2.64
C  -0.22  2.76  -3.73
C  0.10  2.31  -5.00
F  -0.34  3.01  -6.05
C  0.83  1.16  -5.22
C  1.25  0.42  -4.12
C  2.39  -1.97  -1.97
C  3.65  -1.96  -2.57
C  4.15  -3.10  -3.17
C  3.38  -4.25  -3.15
F  3.86  -5.36  -3.72
C  2.13  -4.29  -2.57
C  1.64  -3.14  -1.98
H  6.47  0.14  0.81
H  4.23  -0.86  0.45
H  3.13  2.51  -1.99
H  5.38  3.50  -1.60
H  -0.04  2.35  -1.64
H  -0.79  3.67  -3.61
H  1.05  0.85  -6.23
H  1.82  -0.49  -4.28
H  4.25  -1.06  -2.59
H  5.13  -3.12  -3.64
H  1.56  -5.21  -2.59
H  0.66  -3.17  -1.53

## Properties
**E_HOMO (spin up / spin down)**: -0.4065 / -0.4769 hartree
**E_tot**: -103879.7041 eV
**Strongest force on any atom**: 0.622 eV/A
**ΔE to the lowest compared entry with this formula, charge and spin**: 8.6 kJ/mol
**Expectation value of S²**: 6.113
**Net charge**: +2
**Multiplicity**: 5
**LUMO energy (spin up / spin down)**: -6.014 / -8.049 eV

Atomic partial charges in e from the Mulliken method, atoms 1 to 2: 0.2407 -0.6583